Computed, not measured: a structure of composition C35H34O4PRuS, with ωB97M-V/def2-TZVPD.

Properties
- relative energy (zero: lowest compared OMol25 entry of this formula, charge and spin) (kJ/mol) = 154.5
- lowest unoccupied orbital energy (alpha / beta) (eV) = 4.0 / 4.0
- HOMO energy (alpha / beta) (eV) = 0.550 / 0.740
- Kohn-Sham gap (alpha / beta) (eV) = 3.5 / 3.3

Structure (ORCA input):
```
! RIJCOSX wB97M-V def2-TZVPD def2/J DEFGRID3
* xyz -2 2
Ru 0.0352 0.0307 0.2016
C -0.4285 2.1687 -1.4135
C -1.3790 1.2208 -1.8543
C -2.3567 1.0651 -0.8334
C -2.0038 1.8975 0.2383
C -0.8003 2.5858 -0.1170
C -0.0050 3.5327 0.7392
C -2.7691 2.0047 1.5223
C -3.5682 0.1944 -0.9239
C -1.3826 0.4670 -3.1569
C 0.7773 2.6651 -2.1611
H 0.1868 4.4816 0.2230
H 0.9648 3.1130 1.0183
H -0.5280 3.7606 1.6690
H -2.7079 1.0877 2.1149
H -3.8310 2.1980 1.3371
H -2.3907 2.8153 2.1489
H -4.4008 0.7286 -1.4054
H -3.9111 -0.1417 0.0528
H -3.3660 -0.7028 -1.5094
H -2.3660 0.5079 -3.6366
H -1.1386 -0.5868 -3.0120
H -0.6569 0.8689 -3.8652
H 0.7300 3.7464 -2.3426
H 0.8735 2.1743 -3.1300
H 1.7070 2.4781 -1.6137
O -3.2600 -2.2936 1.5489
C -2.2576 -1.5726 1.6640
O -1.6639 -1.0942 0.6356
C -1.7979 -1.2640 3.0917
C -2.6015 -1.8404 4.0832
C -2.3706 -1.6947 5.4334
C -1.2709 -0.9340 5.8363
C -0.4625 -0.3567 4.8897
C -0.6916 -0.4880 3.4970
S 0.5021 0.3050 2.5273
H -3.4431 -2.4257 3.7374
H -3.0263 -2.1621 6.1583
H -1.0494 -0.7958 6.8897
H 0.3940 0.2318 5.1994
O 0.6357 -1.5986 -1.4576
P 1.1407 -2.7304 -2.2739
C 0.2377 -4.2089 -1.7459
C -0.4279 -4.1039 -0.5259
C -1.1418 -5.1907 -0.0343
C -1.1880 -6.3744 -0.7557
C -0.5248 -6.4789 -1.9747
C 0.1865 -5.3960 -2.4698
C 2.8946 -3.0102 -1.8844
C 3.4862 -2.1840 -0.9358
C 4.8256 -2.3667 -0.6038
C 5.5682 -3.3663 -1.2126
C 4.9742 -4.1961 -2.1595
C 3.6412 -4.0172 -2.4917
C 1.0428 -2.6466 -4.0258
C 2.1367 -2.1704 -4.8177
C 2.0271 -2.0792 -6.1836
C 0.8305 -2.4436 -6.8446
C -0.2649 -2.8924 -6.0704
C -0.1749 -2.9871 -4.7043
H -0.3900 -3.1649 0.0180
H -1.6666 -5.0998 0.9088
H -1.7495 -7.2194 -0.3727
H -0.5695 -7.4020 -2.5415
H 0.6930 -5.4688 -3.4259
H 2.8794 -1.4238 -0.4534
H 5.2824 -1.7256 0.1411
H 6.6107 -3.5063 -0.9489
H 5.5517 -4.9798 -2.6364
H 3.1793 -4.6571 -3.2356
H 3.0584 -1.8627 -4.3361
H 2.8704 -1.7103 -6.7593
H 0.7478 -2.3612 -7.9221
H -1.1988 -3.1530 -6.5584
H -1.0390 -3.3072 -4.1319
O 1.2448 -1.1745 0.8918
*
```



Computed, not measured: a structure of composition C35H35BiBr2N4SSb2, with ωB97M-V/def2-TZVPD.

Properties
- relative energy (zero: lowest compared OMol25 entry of this formula, charge and spin) (kJ/mol) = 31.3
- lowest unoccupied orbital energy (eV) = -6.2
- HOMO energy (eV) = -13.348
- Kohn-Sham gap (eV) = 7.2

Structure (ORCA input):
```
! RIJCOSX wB97M-V def2-TZVPD def2/J DEFGRID3
* xyz 2 1
Bi -1.0391 -0.6326 1.0464
N -4.2515 2.5138 0.0595
C -3.5130 1.4218 0.2417
S -2.8122 1.1643 1.8081
N -3.3792 0.5918 -0.7537
N -2.6371 -0.4934 -0.6308
C -2.8989 -1.5136 -1.3866
C -2.2722 -2.7966 -1.2576
C -2.8512 -3.9050 -1.8900
C -2.3320 -5.1642 -1.6510
C -1.2460 -5.2810 -0.7929
C -0.7236 -4.1307 -0.2239
N -1.2017 -2.9158 -0.4550
H -4.4678 3.1149 0.8372
H -4.7836 2.6036 -0.7924
H -3.7332 -1.4339 -2.0755
H -3.7017 -3.7713 -2.5384
H -2.7659 -6.0325 -2.1244
H -0.8158 -6.2431 -0.5668
H 0.1198 -4.1799 0.4504
C 2.5735 0.5709 -1.3503
C 2.5231 1.9574 -0.7300
C 2.4762 1.9665 0.7922
Sb 0.4389 1.8736 1.6070
C -0.2322 3.7210 0.7039
C -0.9481 3.7028 -0.4858
C -1.2661 4.8928 -1.1198
C -0.8687 6.0999 -0.5694
C -0.1684 6.1183 0.6266
C 0.1574 4.9307 1.2616
C 0.6591 2.2211 3.7354
C 1.5606 1.4314 4.4381
C 1.6965 1.5997 5.8067
C 0.9279 2.5432 6.4695
C 0.0164 3.3135 5.7664
C -0.1310 3.1484 4.3987
Sb 0.7862 -0.7331 -1.3208
C 2.0046 -2.5181 -1.0872
C 2.4263 -2.7738 0.2131
C 3.2660 -3.8433 0.4755
C 3.7049 -4.6538 -0.5589
C 3.2733 -4.4056 -1.8496
C 2.4216 -3.3455 -2.1134
C 0.0718 -0.4438 -3.3603
C 0.6251 -1.1059 -4.4434
C 0.1429 -0.8707 -5.7208
C -0.8791 0.0404 -5.9245
C -1.4234 0.7155 -4.8436
C -0.9567 0.4682 -3.5621
H 3.3543 -0.0184 -0.8666
H 2.8220 0.6496 -2.4096
H 1.7007 2.5475 -1.1467
H 3.4486 2.4624 -1.0267
H 2.8624 2.9100 1.1748
H 3.0734 1.1592 1.2118
H -1.2614 2.7625 -0.9253
H -1.8206 4.8759 -2.0463
H -1.0988 7.0255 -1.0736
H 0.1298 7.0584 1.0661
H 0.7215 4.9479 2.1850
H 2.1644 0.6947 3.9190
H 2.3976 0.9911 6.3592
H 1.0468 2.6850 7.5318
H -0.5833 4.0428 6.2869
H -0.8512 3.7435 3.8523
H 2.0903 -2.1427 1.0344
H 3.5839 -4.0407 1.4875
H 4.3747 -5.4751 -0.3572
H 3.6060 -5.0303 -2.6621
H 2.0890 -3.1880 -3.1251
H 1.4408 -1.7966 -4.3134
H 0.5751 -1.4033 -6.5518
H -1.2402 0.2323 -6.9226
H -2.2119 1.4370 -5.0006
H -1.3997 0.9926 -2.7215
Br 0.5801 -2.5764 3.6954
C -0.9279 -3.6214 4.2715
Br -2.3006 -3.6496 2.8930
H -1.3453 -3.1713 5.1721
H -0.5931 -4.6421 4.4495
*
```



Computed, not measured: a structure of composition C35H35Cl2CrN2OPS2Si, with ωB97M-V/def2-TZVPD.

Properties
- lowest unoccupied orbital energy (alpha / beta) (eV) = 2.3 / 2.2
- HOMO energy (alpha / beta) (eV) = -3.063 / -3.069
- Kohn-Sham gap (alpha / beta) (eV) = 5.3 / 5.3

Structure (ORCA input):
```
! RIJCOSX wB97M-V def2-TZVPD def2/J DEFGRID3
* xyz -1 4
Cr 0.0801 1.0035 0.5421
S -0.6443 2.1799 2.4194
C 0.6726 2.3349 3.6114
C 0.5275 1.5364 4.7499
C 1.4660 1.5090 5.7657
C 2.5967 2.3126 5.6330
C 2.7406 3.1238 4.5275
C 1.7903 3.1975 3.4815
S 2.1007 4.3049 2.1781
H -0.3699 0.9339 4.8279
H 1.3185 0.8774 6.6339
H 3.3675 2.3115 6.3972
H 3.6136 3.7574 4.4323
O 1.9487 1.0718 1.2893
C 1.9876 0.7485 0.1004
C 2.7447 0.4752 -1.0196
C 4.1721 0.5066 -1.1253
C 4.7515 0.2805 -2.3456
C 3.9893 0.0134 -3.5028
C 2.5979 -0.0433 -3.4075
C 1.9795 0.1694 -2.1947
P 0.2451 -0.0065 -1.7570
C -0.7024 0.4853 -3.2535
C -1.2920 1.7427 -3.3448
C -1.9904 2.1194 -4.4841
C -2.1053 1.2451 -5.5534
C -1.5123 -0.0080 -5.4809
C -0.8205 -0.3859 -4.3401
C -0.0702 -1.8069 -1.7636
C -1.3871 -2.2590 -1.6899
C -1.6666 -3.6143 -1.7452
C -0.6344 -4.5357 -1.8714
C 0.6783 -4.0929 -1.9265
C 0.9618 -2.7333 -1.8673
H 4.7680 0.7355 -0.2520
H 5.8319 0.3200 -2.4250
H 4.4791 -0.1437 -4.4542
H 2.0013 -0.2555 -4.2877
H -1.2008 2.4442 -2.5272
H -2.4424 3.1026 -4.5258
H -2.6558 1.5373 -6.4392
H -1.5905 -0.6970 -6.3128
H -0.3736 -1.3706 -4.2977
H -2.2041 -1.5497 -1.6100
H -2.6950 -3.9499 -1.6886
H -0.8527 -5.5956 -1.9152
H 1.4901 -4.8042 -2.0131
H 1.9890 -2.3933 -1.9102
C -3.3603 2.2776 -0.5686
C -3.1908 0.9286 0.0639
C -4.2784 0.1094 0.3187
C -4.0578 -1.1198 0.9424
C -2.7930 -1.5166 1.3019
C -1.7149 -0.6502 1.0173
N -1.9591 0.5367 0.3882
N -0.4065 -0.8065 1.2489
Si 0.2903 -2.0020 2.3169
C 2.0873 -1.6187 2.5932
C 0.1509 -3.7105 1.5471
C -0.6108 -2.0442 3.9605
H -3.8320 2.1882 -1.5490
H -2.3985 2.7683 -0.6952
H -3.9925 2.9117 0.0545
H -5.2740 0.4342 0.0490
H -4.8994 -1.7712 1.1506
H -2.6156 -2.4676 1.7836
H 2.6327 -1.5508 1.6486
H 2.5345 -2.4230 3.1863
H 2.2168 -0.6748 3.1258
H 0.8026 -3.8014 0.6753
H -0.8644 -3.9521 1.2225
H 0.4584 -4.4637 2.2802
H -0.6382 -1.0452 4.3976
H -0.0794 -2.7027 4.6540
H -1.6363 -2.4082 3.8750
Cl 0.3904 3.1860 -0.7014
C -0.4809 4.5340 0.1134
Cl -1.1624 5.6241 -1.1083
H 0.2722 5.0023 0.7464
H -1.2710 4.0930 0.7026
*
```



Listing electronic energy for the structures above in their given order: -67740.9239, -212643.1318, -134197.9167 eV.